ORCA calculation (wB97M-V/def2-TZVPD) on a 2-piece molecular cluster, C3H6N2O overall at a distorted geometry.

Geometry as XYZ:
```
12
Properties=species:S:1:pos:R:3:lowdin_charge:R:1
C -0.719 1.265 0.537 -0.235
C -1.118 0.195 1.284 -0.115
N -0.830 -0.951 0.471 0.028
C -0.519 -0.416 -0.865 -0.109
N -0.332 0.972 -0.727 0.015
H -0.946 2.328 0.836 0.114
H -1.863 0.006 2.068 0.109
H -1.173 -1.910 0.603 0.135
H -0.371 -1.132 -1.663 0.105
O 2.744 -0.561 -0.915 -0.109
H 3.183 0.250 -0.498 0.073
H 1.943 -0.045 -1.131 -0.011
```

For the LUMO energy, the calculation gives 0.0305 Eh. Its HOMO energy is -9.02 eV. As for the max |F|: 0.1045 Eh/bohr. Its SMILES is c1c[nH]cn1.O. The HOMO-LUMO gap comes out at 9.9 eV. The energy above the lowest of the compared OMol25 structures with the same formula, charge and spin is 2.018 eV.